Entry 1:
Computed, not measured: a cluster of 4 separate species, C62H62F3N4O12 in total at a distorted geometry, with ωB97M-V/def2-TZVPD.

Atoms and positions in Å:
C -4.37 10.17 -3.97
C -4.12 9.07 -2.76
C -4.63 7.62 -3.32
O -3.71 6.49 -3.03
C -4.38 5.19 -3.24
O -4.09 4.18 -2.21
C -4.80 4.50 -0.93
C -6.38 4.12 -1.13
C -7.42 5.38 -1.08
C -7.12 6.49 0.09
C -8.44 7.26 0.68
C -8.04 8.84 0.85
C -6.67 9.13 1.71
O -6.32 10.59 1.73
C -4.82 10.71 1.69
C -4.05 3.68 0.29
C -3.18 2.37 -0.24
C -1.58 2.68 -0.46
N -0.95 2.64 0.95
N -0.92 1.67 -1.41
N -1.27 4.06 -1.00
O -4.94 3.36 1.43
C -4.21 3.43 2.72
C -4.61 4.86 3.44
C -3.20 5.63 3.81
N -2.84 6.88 3.33
C -4.65 2.22 3.78
O -5.96 1.96 3.91
O -3.62 1.50 4.61
C -3.73 4.58 -4.65
F -3.53 3.12 -4.51
F -2.36 5.21 -4.73
F -4.53 5.00 -5.83
H -5.54 10.21 -4.20
H -4.05 11.27 -3.68
H -3.86 9.86 -5.00
H -4.81 9.42 -1.86
H -3.02 9.08 -2.34
H -5.72 7.46 -2.89
H -4.72 7.72 -4.50
H -5.51 5.37 -3.47
H -4.59 5.64 -0.73
H -6.48 3.65 -2.23
H -6.79 3.30 -0.40
H -7.44 5.85 -2.18
H -8.52 4.97 -0.90
H -6.44 7.33 -0.42
H -6.47 6.05 0.97
H -8.61 6.84 1.78
H -9.43 7.05 0.09
H -8.00 9.32 -0.25
H -8.93 9.34 1.48
H -6.75 8.72 2.82
H -5.71 8.60 1.26
H -4.37 10.23 0.71
H -4.47 11.85 1.68
H -4.32 10.16 2.62
H -3.23 4.43 0.73
H -3.23 1.57 0.65
H -3.69 1.82 -1.17
H 0.09 2.66 0.86
H -1.22 3.57 1.36
H 0.06 1.53 -1.06
H -0.89 2.09 -2.39
H -1.47 4.16 -2.02
H -0.30 4.34 -0.74
H -3.03 3.30 2.59
H -5.32 4.75 4.37
H -5.19 5.51 2.65
H -2.45 5.06 4.51
H -1.89 7.08 3.77
C 0.96 -4.87 0.85
C 0.14 -5.99 0.72
C -1.18 -5.94 1.18
C -1.67 -4.78 1.78
C -0.84 -3.67 1.94
C 0.47 -3.71 1.46
C -1.34 -2.46 2.61
O -0.61 -1.48 2.75
C -2.72 -2.44 3.14
C -3.19 -1.32 3.83
C -4.49 -1.29 4.32
C -5.34 -2.37 4.11
C -4.88 -3.50 3.42
C -3.56 -3.53 2.94
C -3.07 -4.74 2.25
O -3.82 -5.69 2.06
H 1.99 -4.90 0.49
H 0.53 -6.90 0.26
H -1.81 -6.82 1.07
H 1.12 -2.84 1.57
H -2.53 -0.46 4.00
H -4.85 -0.42 4.87
H -6.36 -2.35 4.48
H -5.55 -4.34 3.26
C 5.35 -7.78 2.14
C 6.42 -8.67 2.08
C 6.68 -9.38 0.91
C 5.86 -9.20 -0.21
C 4.77 -8.33 -0.14
C 4.52 -7.60 1.03
C 3.86 -8.17 -1.30
O 2.91 -7.40 -1.24
C 4.12 -8.96 -2.52
C 3.23 -8.86 -3.60
C 3.47 -9.60 -4.77
C 4.59 -10.42 -4.86
C 5.47 -10.52 -3.78
C 5.23 -9.80 -2.60
C 6.14 -9.94 -1.45
O 7.13 -10.66 -1.53
H 5.16 -7.22 3.06
H 7.06 -8.81 2.95
H 7.52 -10.07 0.87
H 3.69 -6.91 1.09
H 2.35 -8.22 -3.54
H 2.78 -9.53 -5.60
H 4.78 -10.98 -5.77
H 6.35 -11.17 -3.85
C 8.82 -7.64 -1.72
C 10.02 -7.73 -2.43
C 11.03 -6.78 -2.21
C 10.83 -5.74 -1.29
C 9.62 -5.64 -0.61
C 8.61 -6.60 -0.82
C 9.37 -4.52 0.32
O 8.31 -4.44 0.93
C 10.42 -3.50 0.51
C 10.18 -2.41 1.35
C 11.18 -1.44 1.54
C 12.41 -1.58 0.91
C 12.65 -2.67 0.07
C 11.65 -3.63 -0.14
C 11.90 -4.76 -1.05
O 12.99 -4.88 -1.61
H 8.04 -8.38 -1.89
H 10.18 -8.53 -3.14
H 11.97 -6.86 -2.76
H 7.67 -6.54 -0.28
H 9.22 -2.29 1.85
H 10.99 -0.59 2.19
H 13.19 -0.84 1.06
H 13.62 -2.77 -0.42

Properties
2S+1 = 1
HOMO energy = -5.04 eV
Total charge = -1

---

Entry 2:
Computed, not measured: a cluster of 8 separate species, C62H64BrO19PS2 in total at a distorted geometry, with ωB97M-V/def2-TZVPD.

Atoms and positions in Å:
C -3.30 -2.83 6.46
C -2.86 -1.71 5.35
P -1.37 -2.37 4.45
C -1.46 -4.10 3.80
C -2.92 -4.31 3.06
C -0.21 -1.17 3.65
C -0.21 0.11 4.66
C -1.38 1.18 4.41
O -1.72 1.75 5.73
C -0.78 2.82 5.96
C -1.14 4.24 5.33
O 0.27 2.58 6.60
C 1.27 -1.79 3.99
O 1.58 -2.77 4.69
O 2.10 -0.93 3.19
C 1.41 -0.35 2.02
Br 1.73 1.60 2.20
C 2.43 -0.75 0.85
C 1.96 -0.40 -0.64
C 2.47 1.04 -1.18
S 4.33 1.16 -1.26
C -0.07 -0.95 2.08
C -1.10 0.06 1.32
C -2.65 -0.39 1.46
C -3.22 -0.69 -0.04
S -3.35 0.91 -0.98
C -0.33 -2.28 1.18
O 0.71 -3.28 1.32
C 0.48 -4.32 0.31
H -3.16 -2.44 7.53
H -2.56 -3.71 6.36
H -4.33 -3.26 6.27
H -2.59 -0.78 5.97
H -3.78 -1.43 4.73
H -1.52 -4.82 4.70
H -0.60 -4.48 3.16
H -3.48 -5.17 3.58
H -3.57 -3.38 3.18
H -2.80 -4.64 1.97
H -0.41 -0.34 5.70
H 0.80 0.63 4.74
H -2.37 0.72 4.03
H -1.06 2.03 3.71
H -1.11 4.13 4.19
H -2.20 4.51 5.63
H -0.44 5.08 5.66
H 3.41 -0.19 1.06
H 2.73 -1.87 0.85
H 2.49 -1.16 -1.34
H 0.85 -0.52 -0.86
H 1.98 1.92 -0.66
H 2.11 1.09 -2.28
H 4.70 2.50 -1.43
H -0.89 0.11 0.19
H -1.04 1.13 1.71
H -3.29 0.46 1.85
H -2.81 -1.33 2.08
H -2.42 -1.34 -0.56
H -4.17 -1.32 -0.03
H -4.40 0.90 -1.87
H -1.33 -2.78 1.42
H -0.38 -1.97 0.07
H 0.79 -5.35 0.68
H -0.63 -4.30 0.03
H 1.06 -4.01 -0.62
C 9.37 1.82 -3.34
C 9.92 0.99 -4.24
C 9.25 -0.28 -4.61
O 9.75 -1.03 -5.43
C 7.96 -0.59 -3.96
C 7.41 0.24 -3.07
C 8.08 1.51 -2.70
O 7.58 2.27 -1.88
H 9.85 2.75 -3.06
H 10.86 1.20 -4.72
H 7.48 -1.52 -4.25
H 6.47 0.03 -2.59
C -0.05 6.11 -3.44
C -0.55 4.98 -2.94
C -0.03 4.40 -1.69
O -0.48 3.37 -1.23
C 1.07 5.12 -1.01
C 1.58 6.25 -1.50
C 1.05 6.83 -2.76
O 1.51 7.86 -3.21
H -0.42 6.55 -4.36
H -1.35 4.44 -3.42
H 1.44 4.68 -0.09
H 2.38 6.79 -1.02
C -1.61 -3.29 -4.15
C -2.30 -4.07 -4.98
C -3.22 -5.11 -4.46
O -3.85 -5.83 -5.21
C -3.34 -5.24 -2.99
C -2.65 -4.45 -2.17
C -1.73 -3.42 -2.68
O -1.11 -2.70 -1.93
H -0.93 -2.52 -4.51
H -2.22 -3.99 -6.05
H -4.02 -6.00 -2.63
H -2.73 -4.53 -1.09
C -5.75 3.22 6.04
C -4.84 2.38 5.53
C -5.11 1.61 4.29
O -4.29 0.84 3.83
C -6.43 1.81 3.64
C -7.33 2.65 4.15
C -7.06 3.42 5.39
O -7.88 4.18 5.85
H -5.56 3.79 6.94
H -3.87 2.22 5.99
H -6.61 1.24 2.74
H -8.30 2.80 3.69
C -6.83 2.85 -5.57
C -6.40 1.99 -4.64
C -6.82 2.11 -3.23
O -6.42 1.33 -2.39
C -7.73 3.22 -2.88
C -8.16 4.08 -3.80
C -7.74 3.96 -5.22
O -8.14 4.75 -6.06
H -6.53 2.78 -6.61
H -5.73 1.17 -4.88
H -8.03 3.29 -1.84
H -8.83 4.90 -3.56
C -0.78 -9.02 -0.68
C -0.35 -9.84 0.27
C -0.79 -9.68 1.68
O -0.40 -10.43 2.55
C -1.74 -8.59 1.97
C -2.17 -7.76 1.02
C -1.72 -7.92 -0.38
O -2.12 -7.17 -1.26
H -0.46 -9.11 -1.71
H 0.34 -10.65 0.07
H -2.05 -8.49 3.01
H -2.86 -6.95 1.22
C 10.73 5.78 -4.11
C 10.59 6.74 -5.02
C 11.41 6.76 -6.25
O 11.28 7.63 -7.09
C 12.40 5.67 -6.42
C 12.55 4.72 -5.50
C 11.72 4.70 -4.28
O 11.85 3.82 -3.44
H 10.13 5.76 -3.20
H 9.86 7.54 -4.92
H 13.00 5.70 -7.33
H 13.27 3.92 -5.61

Properties
2S+1 = 1
HOMO energy = -6.74 eV
SMILES = CCP(CC)[C@@]1(CCOC(C)=O)C(=O)O[C@@](Br)(CCCS)[C@@]1(CCCS)COC.O=C1C=CC(=O)C=C1.O=C1C=CC(=O)C=C1.O=C1C=CC(=O)C=C1.O=C1C=CC(=O)C=C1.O=C1C=CC(=O)C=C1.O=C1C=CC(=O)C=C1.O=C1C=CC(=O)C=C1

---

Entry 3:
Computed, not measured: a cluster of 11 separate species, C62H75BrN11O9PS2 in total, with ωB97M-V/def2-TZVPD.

Atoms and positions in Å:
C 5.69 -0.76 4.83
C 6.19 -0.08 3.56
O 5.78 -0.73 2.37
C 4.38 -0.84 2.24
C 4.04 -0.87 0.76
O 2.75 -1.43 0.48
C 1.73 -0.89 1.29
C 0.39 -0.88 0.56
O -0.48 -1.84 1.15
C -1.82 -1.78 0.68
C -2.82 -1.68 1.83
C -2.42 -2.72 2.88
O -3.14 -2.58 4.12
S -3.04 -1.26 4.98
O -4.38 -0.90 5.30
O -2.10 -1.43 6.04
C -2.37 -0.01 3.78
P -0.48 -0.05 3.47
O -0.03 -1.40 4.24
Br 0.51 1.52 4.74
S -3.04 1.59 4.46
C -2.30 2.90 3.50
O -4.45 1.65 4.21
O -2.58 1.69 5.82
C -3.11 -0.29 2.44
N -2.96 0.83 1.51
H 6.34 -0.50 5.68
H 5.67 -1.85 4.71
H 4.68 -0.42 5.08
H 7.29 -0.10 3.55
H 5.85 0.96 3.52
H 3.90 0.04 2.71
H 3.97 -1.74 2.74
H 4.05 0.14 0.34
H 4.78 -1.50 0.24
H 1.96 0.16 1.55
H 1.60 -1.48 2.21
H 0.53 -1.07 -0.52
H -0.06 0.12 0.66
H -1.93 -0.95 -0.03
H -2.05 -2.70 0.13
H -3.77 -2.01 1.39
H -2.70 -3.71 2.51
H -1.34 -2.76 3.06
H 0.84 -1.29 4.66
H -3.06 3.16 2.77
H -2.13 3.73 4.19
H -1.40 2.60 2.98
H -4.16 -0.30 2.76
H -1.99 1.08 1.36
H -3.42 0.64 0.63
N 1.54 1.75 10.25
C 0.90 2.39 9.27
C -0.02 1.78 8.42
C -0.30 0.44 8.60
C 0.36 -0.24 9.62
C 1.26 0.45 10.41
H 1.14 3.44 9.16
H -0.51 2.35 7.65
H -1.01 -0.06 7.96
H 0.18 -1.29 9.79
H 1.79 -0.05 11.21
N -3.08 -0.33 -3.16
C -3.85 -0.63 -4.21
C -3.36 -0.82 -5.49
C -2.00 -0.69 -5.71
C -1.18 -0.39 -4.63
C -1.77 -0.22 -3.38
H -4.92 -0.71 -4.01
H -4.04 -1.05 -6.31
H -1.59 -0.83 -6.70
H -0.11 -0.28 -4.75
H -1.17 0.03 -2.52
N 4.00 -6.76 -0.59
C 4.22 -5.55 -1.10
C 3.45 -4.44 -0.81
C 2.38 -4.60 0.06
C 2.14 -5.85 0.60
C 2.97 -6.89 0.24
H 5.07 -5.47 -1.78
H 3.67 -3.48 -1.25
H 1.75 -3.75 0.31
H 1.32 -6.02 1.28
H 2.82 -7.89 0.64
N 3.70 1.13 -2.22
C 2.62 1.80 -1.80
C 2.35 3.12 -2.13
C 3.26 3.79 -2.93
C 4.39 3.12 -3.36
C 4.56 1.79 -2.99
H 1.93 1.23 -1.18
H 1.44 3.57 -1.77
H 3.08 4.82 -3.22
H 5.12 3.61 -3.99
H 5.43 1.23 -3.32
N -6.71 1.96 -6.78
C -5.89 2.00 -5.73
C -6.08 2.82 -4.63
C -7.18 3.65 -4.61
C -8.05 3.63 -5.70
C -7.76 2.77 -6.75
H -5.03 1.33 -5.78
H -5.38 2.79 -3.80
H -7.37 4.31 -3.77
H -8.92 4.27 -5.73
H -8.42 2.73 -7.61
N 8.76 -0.19 6.59
C 8.33 -0.61 7.78
C 8.70 -0.02 8.98
C 9.56 1.07 8.95
C 10.02 1.51 7.72
C 9.59 0.85 6.57
H 7.66 -1.46 7.77
H 8.31 -0.40 9.92
H 9.87 1.55 9.86
H 10.70 2.35 7.64
H 9.93 1.17 5.59
N -1.42 3.36 -2.99
C -2.56 3.90 -2.57
C -2.98 5.18 -2.95
C -2.16 5.92 -3.79
C -0.98 5.36 -4.24
C -0.66 4.08 -3.81
H -3.17 3.29 -1.92
H -3.91 5.57 -2.58
H -2.46 6.91 -4.10
H -0.31 5.90 -4.90
H 0.26 3.59 -4.13
N -2.43 -0.59 -9.29
C -3.73 -0.29 -9.29
C -4.72 -1.16 -9.71
C -4.34 -2.41 -10.17
C -3.00 -2.74 -10.19
C -2.08 -1.80 -9.74
H -3.98 0.70 -8.92
H -5.76 -0.86 -9.68
H -5.09 -3.12 -10.51
H -2.66 -3.71 -10.54
H -1.02 -2.02 -9.73
N -11.12 4.63 -4.01
C -11.74 4.16 -2.93
C -11.86 4.87 -1.74
C -11.29 6.13 -1.66
C -10.63 6.63 -2.78
C -10.58 5.84 -3.92
H -12.17 3.17 -3.02
H -12.38 4.43 -0.89
H -11.35 6.71 -0.75
H -10.17 7.61 -2.77
H -10.08 6.20 -4.81
N 8.06 -7.42 0.34
C 7.28 -7.54 -0.74
C 7.77 -7.83 -2.01
C 9.14 -8.01 -2.16
C 9.96 -7.89 -1.05
C 9.37 -7.60 0.17
H 6.21 -7.39 -0.59
H 7.10 -7.92 -2.85
H 9.56 -8.24 -3.13
H 11.03 -8.02 -1.12
H 9.97 -7.50 1.07

Properties
2S+1 = 1
Energy above the lowest of the compared OMol25 structures with the same formula, charge and spin = 8.22 kcal per mole
HOMO energy = -9.20 eV
SMILES = CCOCCOCCOC[C@H]1COS(=O)(=O)[C@](P(O)Br)(S(C)(=O)=O)[C@H]1N.c1ccncc1.c1ccncc1.c1ccncc1.c1ccncc1.c1ccncc1.c1ccncc1.c1ccncc1.c1ccncc1.c1ccncc1.c1ccncc1